Entry 1:
Computed, not measured: a molecular structure, C27H17F5N6O2S2V, with wB97M-V/def2-TZVPD.

Geometry as XYZ:
```
60
Properties=species:S:1:pos:R:3:forces:R:3
V -0.2514 -0.7134 0.2943 -0.2 0.6 0.6
O 1.7636 -3.8916 -1.2609 -0.1 -0.1 0.1
C 1.3374 -2.9750 -0.5956 0.1 0.0 -0.1
N 0.0408 -2.5728 -0.3930 0.1 -0.2 -0.2
C -1.0320 -3.2017 -0.9864 -0.1 -0.1 0.0
O -1.0429 -4.1388 -1.7548 0.0 0.0 0.0
C -2.3190 -2.5627 -0.5231 -0.1 0.0 -0.1
C -3.5213 -3.2348 -0.6487 0.0 0.0 0.1
C -4.6626 -2.6642 -0.1119 0.0 0.0 0.0
C -4.5568 -1.4216 0.4963 0.0 0.0 0.0
C -3.3263 -0.7907 0.5401 0.0 0.0 0.0
N -2.2124 -1.3476 0.0453 -0.2 -0.2 -0.1
C 2.3140 -2.0812 0.1480 0.1 0.0 0.0
C 3.6175 -2.4979 0.3469 0.0 0.0 0.0
C 4.4798 -1.6732 1.0498 0.0 0.0 0.0
C 4.0067 -0.4581 1.5223 0.0 0.0 0.0
C 2.6933 -0.1075 1.2703 0.0 0.0 0.0
N 1.8566 -0.8974 0.5908 0.2 -0.1 -0.1
H -3.5190 -4.2004 -1.1352 0.0 0.0 0.0
H -5.6145 -3.1769 -0.1612 0.0 0.0 0.0
H -5.4164 -0.9376 0.9406 0.0 0.0 0.0
H -3.2070 0.1854 0.9940 0.0 0.0 0.0
H 3.9173 -3.4571 -0.0504 0.0 0.0 0.0
H 5.5035 -1.9726 1.2313 0.0 0.0 0.0
H 4.6414 0.2139 2.0825 0.0 0.0 0.0
H 2.2878 0.8316 1.6234 0.0 0.0 0.0
F -0.1008 5.0416 3.8740 0.0 0.0 0.0
C -0.2155 3.7374 3.6143 0.0 0.0 0.0
C -0.0614 3.2632 2.3252 0.0 0.0 0.0
F 0.2113 4.1016 1.3251 0.0 0.0 0.0
C -0.1859 1.9082 2.1001 0.0 -0.1 0.1
F -0.0128 1.4663 0.8173 0.1 0.0 -0.1
C -0.4616 0.9674 3.0825 0.0 0.1 0.0
S -0.6934 -0.7218 2.7131 -0.1 0.1 -0.2
C -0.6050 1.4884 4.3698 0.0 0.0 0.0
F -0.8736 0.6703 5.3894 0.0 0.0 0.0
C -0.4870 2.8399 4.6353 0.0 0.0 0.0
F -0.6340 3.2950 5.8810 0.0 0.0 0.0
C -5.3295 2.0021 -1.3110 0.0 0.0 0.0
N -4.3890 1.0880 -1.9198 0.1 0.0 0.0
C -4.7007 -0.0699 -2.6112 -0.1 0.0 0.0
C -3.5496 -0.6335 -2.9986 0.1 -0.1 0.0
N -2.5180 0.1723 -2.5176 -0.1 0.0 0.1
C -3.0408 1.2678 -1.8598 -0.1 -0.1 0.0
S -2.2579 2.5578 -1.1708 0.1 0.0 0.0
C -1.1655 -0.0156 -2.8704 0.1 0.1 0.0
C -0.8799 -0.2456 -4.2089 0.0 0.0 0.0
C 0.4359 -0.4156 -4.5926 0.0 0.0 0.0
C 1.4244 -0.2896 -3.6348 0.0 0.0 0.0
C 1.0448 -0.0458 -2.3288 0.0 0.1 -0.1
N -0.2306 0.0391 -1.9211 0.0 -0.1 0.1
H -6.3365 1.7034 -1.5927 0.0 0.0 0.0
H -5.1286 3.0157 -1.6528 0.0 0.0 0.0
H -5.2262 1.9850 -0.2255 0.0 0.0 0.0
H -5.7156 -0.4006 -2.7410 0.0 0.0 0.0
H -3.3531 -1.5578 -3.5114 0.0 0.0 0.0
H -1.6845 -0.2677 -4.9301 0.0 0.0 0.0
H 0.6830 -0.6120 -5.6271 0.0 0.0 0.0
H 2.4720 -0.3792 -3.8829 0.0 0.0 0.0
H 1.7900 0.0785 -1.5578 0.0 0.0 0.0
```
Positions in Å, forces in eV/Å.

Its highest occupied orbital energy (alpha / beta) is -6.87 / -5.98 eV. The charge is 0. Its spin multiplicity is 2. The value obtained for the energy is -102257.4938 eV. The LUMO energy (alpha / beta) is -0.171 / -0.201 eV. The calculation puts the relative energy (zero: lowest compared OMol25 entry of this formula, charge and spin) at 0.33 kcal per mole.

***

Entry 2:
Computed, not measured: a molecular structure, C27H18AuN7O8P, with wB97M-V/def2-TZVPD.

Geometry as XYZ:
```
62
Properties=species:S:1:pos:R:3:forces:R:3
Au 1.2120 1.6147 -0.5392 0.0 0.0 0.0
N 0.5970 3.3744 0.5282 0.0 0.0 0.0
C 0.3359 3.1718 1.9564 0.0 0.0 0.0
C -0.0365 4.2618 2.7270 0.0 0.0 0.0
C -0.2720 4.0989 4.0826 0.0 0.0 0.0
C -0.1314 2.8495 4.6735 0.0 0.0 0.0
C 0.2399 1.7629 3.9020 0.0 0.0 0.0
C 0.4697 1.9118 2.5338 0.0 -0.1 0.0
P 0.9529 0.4969 1.5239 0.0 0.0 0.0
C 2.2978 -0.3854 2.3034 0.0 0.0 0.0
C 2.0472 -1.5114 3.0872 0.0 0.0 0.0
C 3.1045 -2.1572 3.7078 0.0 0.0 0.0
C 4.4000 -1.6868 3.5428 0.0 0.0 0.0
C 4.6501 -0.5699 2.7557 0.0 0.0 0.0
C 3.6008 0.0810 2.1311 0.0 0.0 0.0
C -0.4444 -0.6026 1.3106 0.0 0.0 0.0
C -0.2316 -1.7468 0.5342 0.0 0.0 0.0
C -1.2887 -2.6043 0.2834 0.0 0.0 0.0
C -2.5519 -2.3227 0.7933 0.0 0.0 0.0
C -2.7643 -1.1774 1.5480 0.0 0.0 0.0
C -1.7132 -0.3086 1.8065 0.0 0.0 0.0
H -0.2649 3.6283 0.0412 0.0 0.0 0.0
H 1.2485 4.1459 0.4056 0.0 0.0 0.0
H -0.1401 5.2380 2.2688 0.0 0.0 0.0
H -0.5607 4.9533 4.6793 0.0 0.0 0.0
H -0.3060 2.7258 5.7333 0.0 0.0 0.0
H 0.3636 0.7889 4.3605 0.0 0.0 0.0
H 1.0377 -1.8859 3.2028 0.0 0.0 0.0
H 2.9176 -3.0323 4.3152 0.0 0.0 0.0
H 5.2224 -2.1998 4.0231 0.0 0.0 0.0
H 5.6627 -0.2159 2.6196 0.0 0.0 0.0
H 3.7941 0.9424 1.5020 0.0 0.0 0.0
H 0.7475 -1.9639 0.1207 0.0 0.0 0.0
H -1.1246 -3.4937 -0.3106 0.0 0.0 0.0
H -3.3746 -2.9964 0.5943 0.0 0.0 0.0
H -3.7492 -0.9603 1.9401 0.0 0.0 0.0
H -1.8833 0.5868 2.3913 0.0 0.0 0.0
O -2.3595 -1.4360 -6.3527 0.0 0.0 0.0
N -1.3597 -2.0392 -6.0206 0.0 0.0 -0.1
O -0.9333 -3.0459 -6.5410 0.0 0.0 0.0
C -0.5981 -1.4961 -4.8883 0.0 0.0 0.0
C -1.0212 -0.3259 -4.3032 0.0 0.0 0.0
C -0.3045 0.1650 -3.2305 0.0 0.0 0.0
C 0.8631 -0.4416 -2.7193 0.1 -0.1 0.0
O 1.6259 -0.0046 -1.7659 0.0 0.1 0.0
C 1.1976 -1.6548 -3.3594 0.0 0.0 0.0
C 0.5176 -2.1803 -4.4232 0.0 0.0 0.0
N 2.3477 -2.3869 -2.8033 0.0 0.0 0.1
O 3.3587 -2.4292 -3.4599 0.0 0.0 0.0
O 2.1758 -2.9025 -1.7153 0.0 0.0 0.0
N -0.7287 1.3772 -2.5712 -0.2 -0.1 0.0
O 0.0000 2.4093 -2.5554 0.1 0.0 0.1
O -2.3951 0.1383 -1.6413 0.0 0.0 -0.2
H -1.8879 0.1906 -4.6947 0.0 0.0 0.0
H 0.8283 -3.1012 -4.8978 0.0 0.0 0.0
O -2.0418 2.2837 -1.0021 0.0 0.0 0.0
N -1.7344 1.3667 -1.7383 0.0 0.0 0.0
C -3.6644 0.1738 -2.1870 0.0 0.0 0.1
C -4.4703 -0.9109 -1.8266 0.0 0.0 0.0
N -5.1327 -1.8086 -1.5317 0.0 0.0 0.0
C -4.0428 1.1960 -3.0596 0.0 0.0 0.0
N -4.3051 2.0512 -3.7913 0.0 0.0 0.0
```
Positions in Å, forces in eV/Å.

Its highest occupied orbital energy (alpha / beta) is -11.20 / -12.03 eV. The charge is +1. Its spin multiplicity is 3. The value obtained for the energy is -68062.4423 eV. The LUMO energy (alpha / beta) is -3.842 / -5.288 eV. The calculation puts the relative energy (zero: lowest compared OMol25 entry of this formula, charge and spin) at 30.22 kcal per mole.

***

Entry 3:
Computed, not measured: a molecular structure, C27H18BrI2NOPRhS2 in a non-equilibrium geometry, with wB97M-V/def2-TZVPD.

Geometry as XYZ:
```
54
Properties=species:S:1:pos:R:3:forces:R:3
Rh 1.3509 0.0253 0.4435 -0.9 -1.7 -0.8
I 1.3941 5.0928 0.3107 0.4 -0.1 -0.1
C 3.0245 3.7884 0.2147 -0.1 1.2 0.0
C 4.3052 4.2020 -0.0201 -0.7 0.2 0.1
C 5.3384 3.2552 -0.0663 0.8 0.1 -0.2
I 7.2686 3.9818 -0.4848 -0.5 -0.2 0.2
C 5.1215 1.8619 0.1023 0.0 -0.4 0.0
C 6.0994 0.8616 0.0998 0.0 0.2 0.0
C 5.6952 -0.4780 0.2877 -0.4 -0.2 0.0
C 4.3754 -0.8000 0.3931 0.6 -0.4 -0.1
N 3.3889 0.1480 0.3548 0.3 0.5 -0.1
C 3.7717 1.4607 0.2834 0.1 -0.2 0.0
C 2.7252 2.4048 0.4127 -0.5 -0.4 0.3
O 1.5436 2.0163 0.7337 0.8 1.4 0.1
H 4.5280 5.2490 -0.1598 0.0 0.0 0.0
H 7.1423 1.0981 -0.0317 0.0 0.1 0.0
H 6.4325 -1.2647 0.3245 0.0 -0.1 0.0
H 4.0507 -1.8243 0.4970 -0.1 0.0 0.0
S -1.9530 -2.7090 -0.5550 -0.1 0.7 0.1
P -2.1030 -0.7514 -0.4330 -0.7 -1.3 -0.1
S -0.4040 0.3362 -0.9106 0.5 0.6 0.0
C -3.2141 -0.0693 -1.7128 0.4 0.0 0.4
C -2.7088 0.0743 -2.9969 0.0 0.0 0.0
C -3.4952 0.6271 -3.9864 0.0 0.0 -0.1
C -4.7907 1.0255 -3.7001 -0.1 0.0 0.0
C -5.3065 0.8421 -2.4274 -0.1 0.0 0.0
C -4.5212 0.2950 -1.4258 0.1 0.0 0.0
C -2.8240 -0.1172 1.1213 0.3 -0.1 -0.5
C -2.7594 1.2483 1.3722 0.0 0.0 0.0
C -3.4731 1.7802 2.4288 0.0 0.1 0.0
C -4.2509 0.9527 3.2243 0.0 0.0 0.1
C -4.2964 -0.4111 2.9859 -0.1 0.0 0.1
C -3.5801 -0.9548 1.9325 0.1 0.0 -0.1
H -1.6930 -0.2292 -3.2083 0.0 0.0 -0.1
H -3.0874 0.7666 -4.9754 0.0 0.0 -0.1
H -5.3978 1.4840 -4.4661 -0.1 0.0 -0.1
H -6.3186 1.1402 -2.2026 -0.1 0.0 0.0
H -4.9175 0.1609 -0.4292 0.0 0.0 0.0
H -2.1586 1.8873 0.7386 0.0 0.1 0.0
H -3.4396 2.8430 2.6152 0.0 0.1 0.1
H -4.8199 1.3773 4.0377 -0.1 0.0 0.1
H -4.9085 -1.0482 3.6083 0.0 0.0 0.1
H -3.6077 -2.0162 1.7233 0.0 0.0 -0.1
Br 0.6918 -6.5300 0.4953 0.0 0.1 0.0
C 0.9881 -4.6568 0.4201 -0.1 -0.1 0.2
C 0.6560 -3.8729 1.5131 0.0 -0.2 -0.1
C 0.8337 -2.5035 1.4201 0.2 -0.1 0.1
C 1.3641 -1.9315 0.2635 -0.2 0.0 0.7
C 1.7254 -2.7468 -0.8076 0.0 0.2 0.0
C 1.5211 -4.1131 -0.7383 0.0 0.0 0.0
H 0.2461 -4.3191 2.4055 -0.1 -0.1 0.0
H 0.5392 -1.8669 2.2589 0.1 -0.2 -0.1
H 2.1458 -2.3157 -1.7075 0.0 0.0 0.0
H 1.7605 -4.7544 -1.5748 0.0 0.0 0.0
```
Positions in Å, forces in eV/Å.

Its highest occupied orbital energy (alpha / beta) is -6.08 / -8.14 eV. The charge is 0. Its spin multiplicity is 5. The value obtained for the energy is -152038.0090 eV. The LUMO energy (alpha / beta) is -0.024 / -2.844 eV.